(1)
Density functional theory data (the ωB97M-V functional and the def2-TZVPD basis) for 13 unconnected molecules or ions with the total composition C45H112O29P4S4 in a non-equilibrium geometry.

Results
Highest occupied orbital energy, eV: -9.7
Kohn-Sham gap, eV: 10.0
Strongest force on any atom, eV/A: 3.87

ORCA input file:
```
! wB97M-V def2-TZVPD RIJCOSX def2/J DEFGRID3
* xyz 0 1
C -11.931 -29.598 -8.608
O -10.632 -29.811 -9.115
H -12.763 -30.091 -9.256
H -11.918 -30.069 -7.586
H -12.270 -28.551 -8.572
H -10.673 -29.422 -9.997
C -1.096 -28.125 -12.368
O -2.386 -27.855 -11.808
H -0.653 -27.224 -12.797
H -0.576 -28.622 -11.472
H -1.130 -28.922 -13.122
H -2.945 -27.686 -12.543
C -4.302 -24.745 -16.471
O -3.740 -23.780 -15.590
H -5.355 -24.485 -16.647
H -3.797 -24.662 -17.420
H -4.105 -25.784 -16.109
H -4.255 -23.956 -14.773
C -8.963 -26.373 -7.613
O -8.736 -24.926 -7.445
H -9.318 -26.897 -6.719
H -9.726 -26.403 -8.421
H -8.051 -26.837 -7.967
H -8.322 -24.805 -6.590
C -4.896 -22.178 -8.073
O -3.842 -23.105 -7.758
H -5.846 -22.449 -7.669
H -4.630 -21.251 -7.592
H -5.061 -21.933 -9.140
H -4.341 -23.933 -7.674
C -10.596 -20.857 -11.300
C -10.672 -19.844 -10.093
C -9.558 -18.911 -10.363
S -9.873 -18.418 -12.058
O -8.615 -17.976 -12.632
O -11.006 -17.504 -12.182
C -10.373 -20.036 -12.594
H -11.450 -21.537 -11.326
H -9.751 -21.495 -11.107
H -10.565 -20.420 -9.170
H -11.671 -19.359 -10.165
H -8.582 -19.412 -10.466
H -9.503 -18.103 -9.682
H -9.626 -20.535 -13.243
H -11.289 -19.854 -13.175
C -4.036 -20.705 -13.486
C -4.630 -19.260 -13.934
C -5.904 -19.200 -13.192
S -5.435 -19.762 -11.530
O -6.514 -20.507 -10.900
O -4.877 -18.682 -10.742
C -3.995 -20.753 -12.011
H -3.013 -20.824 -13.964
H -4.693 -21.484 -13.953
H -4.745 -19.089 -15.008
H -3.904 -18.517 -13.680
H -6.617 -19.939 -13.596
H -6.395 -18.242 -13.106
H -4.226 -21.802 -11.585
H -3.069 -20.305 -11.615
C -3.920 -32.199 -12.700
C -4.900 -32.559 -13.879
C -5.290 -31.263 -14.587
S -4.499 -29.872 -13.718
O -5.519 -28.809 -13.480
O -3.240 -29.557 -14.358
C -4.199 -30.768 -12.254
H -2.934 -32.326 -13.058
H -4.086 -32.931 -11.891
H -5.801 -32.998 -13.525
H -4.355 -33.160 -14.622
H -6.367 -31.154 -14.677
H -5.025 -31.166 -15.669
H -5.204 -30.646 -11.822
H -3.471 -30.258 -11.620
C -8.036 -24.577 -10.656
C -7.306 -25.948 -10.421
C -6.436 -26.179 -11.700
S -5.641 -24.563 -11.990
O -5.432 -24.211 -13.396
O -4.512 -24.475 -11.148
C -6.975 -23.600 -11.169
H -8.455 -24.139 -9.712
H -8.844 -24.750 -11.346
H -8.004 -26.744 -10.337
H -6.654 -25.964 -9.490
H -7.151 -26.519 -12.438
H -5.608 -26.894 -11.604
H -7.187 -22.860 -11.967
H -6.483 -23.050 -10.391
C -7.893 -30.967 -11.199
C -8.115 -29.643 -11.775
O -9.213 -29.804 -12.758
P -10.079 -28.447 -12.864
O -10.691 -28.055 -11.622
O -9.114 -27.296 -13.364
C -8.381 -27.559 -14.672
C -7.894 -26.119 -15.109
O -10.993 -28.754 -14.161
C -12.402 -28.587 -14.288
C -12.913 -27.190 -14.405
H -8.815 -31.353 -10.795
H -7.468 -31.712 -11.903
H -7.180 -30.808 -10.459
H -8.351 -28.756 -11.165
H -7.245 -29.362 -12.378
H -7.614 -28.322 -14.523
H -9.157 -27.887 -15.403
H -7.561 -25.582 -14.212
H -6.998 -26.192 -15.752
H -8.640 -25.464 -15.544
H -12.704 -29.213 -15.164
H -13.007 -29.030 -13.429
H -13.998 -27.332 -14.602
H -12.943 -26.623 -13.498
H -12.431 -26.582 -15.184
C -3.647 -29.670 -4.050
C -2.851 -28.425 -4.422
O -3.712 -27.839 -5.434
P -3.096 -26.767 -6.407
O -4.165 -26.057 -7.105
O -2.167 -25.907 -5.444
C -2.090 -24.452 -5.523
C -2.899 -23.912 -4.315
O -2.000 -27.389 -7.320
C -2.200 -27.700 -8.760
C -2.186 -29.189 -8.891
H -4.697 -29.316 -3.943
H -3.658 -30.482 -4.776
H -3.235 -30.017 -3.033
H -2.954 -27.654 -3.609
H -1.862 -28.584 -4.802
H -1.046 -24.153 -5.457
H -2.534 -24.187 -6.470
H -2.464 -24.360 -3.413
H -2.884 -22.838 -4.326
H -3.956 -24.193 -4.367
H -3.147 -27.187 -9.025
H -1.325 -27.272 -9.323
H -3.097 -29.644 -8.485
H -2.180 -29.339 -9.964
H -1.255 -29.579 -8.478
C -13.252 -22.778 -15.833
C -12.126 -21.855 -15.579
O -11.332 -21.776 -16.785
P -9.908 -22.524 -16.878
O -10.013 -23.937 -16.541
O -9.518 -22.332 -18.346
C -9.097 -21.118 -18.996
C -8.062 -21.412 -20.092
O -8.865 -21.774 -15.991
C -7.770 -22.519 -15.473
C -6.418 -22.080 -16.111
H -13.988 -22.739 -15.051
H -13.688 -22.557 -16.864
H -13.010 -23.841 -15.828
H -12.482 -20.856 -15.311
H -11.440 -22.099 -14.785
H -10.029 -20.515 -19.386
H -8.646 -20.478 -18.224
H -7.225 -21.839 -19.572
H -8.337 -22.167 -20.825
H -7.740 -20.425 -20.547
H -7.753 -22.339 -14.426
H -7.906 -23.605 -15.533
H -6.581 -21.848 -17.193
H -6.210 -21.049 -15.744
H -5.575 -22.739 -15.972
C -6.264 -28.660 -8.652
C -6.035 -29.267 -7.290
O -6.357 -30.687 -7.282
P -5.325 -31.623 -8.023
O -4.980 -31.150 -9.386
O -6.077 -33.006 -7.844
C -7.354 -33.244 -8.544
C -7.690 -34.773 -8.482
O -4.068 -31.794 -7.093
C -2.872 -32.388 -7.639
C -3.003 -33.892 -7.420
H -5.784 -29.096 -9.524
H -7.346 -28.675 -8.884
H -5.924 -27.653 -8.570
H -4.986 -29.040 -6.991
H -6.758 -28.815 -6.606
H -8.135 -32.776 -8.006
H -7.312 -32.984 -9.569
H -6.923 -35.379 -8.017
H -8.606 -34.902 -7.886
H -7.654 -35.247 -9.493
H -2.772 -31.976 -8.678
H -2.000 -31.959 -7.107
H -2.065 -34.343 -7.827
H -3.051 -34.223 -6.349
H -3.959 -34.291 -7.859
*
```


(2)
Density functional theory data (the ωB97M-V functional and the def2-TZVPD basis) for C15H19F3N4O in the gas phase in a non-equilibrium geometry.

Results
Highest occupied orbital energy, eV: -8.7
Kohn-Sham gap, eV: 9.3
ΔE to the lowest compared entry with this formula, charge and spin, eV: 0.237
SMILES: O=C1CCCN1CC1CCN(c2ccnc(C(F)(F)F)n2)CC1
Strongest force on any atom, eV/A: 3.01

ORCA input file:
```
! wB97M-V def2-TZVPD RIJCOSX def2/J DEFGRID3
* xyz 0 1
O 1.593 1.493 2.902
C 1.774 2.171 1.948
C 3.103 2.728 1.569
C 2.813 3.374 0.211
C 1.326 3.599 0.131
N 0.767 2.718 1.143
C -0.649 2.596 1.469
C -1.393 1.297 0.980
C -0.987 0.069 1.793
C -1.741 -1.145 1.348
N -1.541 -1.326 -0.112
C -0.796 -2.385 -0.611
C 0.266 -2.970 0.090
C 0.901 -4.069 -0.469
N 0.633 -4.505 -1.702
C -0.370 -3.907 -2.359
C -0.740 -4.408 -3.766
F -0.101 -5.525 -4.126
F -0.438 -3.405 -4.697
F -2.058 -4.802 -3.835
N -1.078 -2.887 -1.824
C -1.884 -0.207 -1.031
C -1.198 1.077 -0.550
H 3.509 3.441 2.271
H 3.860 1.942 1.490
H 3.381 4.289 0.054
H 3.040 2.650 -0.587
H 1.060 4.659 0.403
H 0.926 3.422 -0.883
H -0.830 2.728 2.534
H -1.183 3.411 1.015
H -2.442 1.480 1.187
H -1.204 0.273 2.838
H 0.076 -0.152 1.662
H -2.817 -0.981 1.512
H -1.465 -2.042 1.920
H 0.551 -2.626 1.042
H 1.654 -4.582 0.097
H -2.967 -0.025 -1.058
H -1.613 -0.403 -2.063
H -1.602 1.926 -1.144
H -0.135 1.009 -0.789
*
```


(3)
Density functional theory data (the ωB97M-V functional and the def2-TZVPD basis) for 2 unconnected molecules or ions with the total composition CH2F3P in a non-equilibrium geometry.

Results
Highest occupied orbital energy (spin up / spin down), eV: -9.8 / -9.8
Kohn-Sham gap (spin up / spin down), eV: 8.8 / 8.9
ΔE to the lowest compared entry with this formula, charge and spin, eV: 3.110
Strongest force on any atom, eV/A: 3.32

ORCA input file:
```
! wB97M-V def2-TZVPD RIJCOSX def2/J DEFGRID3
* xyz 0 1
C 0.319 0.636 -0.427
F 0.843 -0.206 -4.430
F 0.446 -2.487 -4.223
F -1.301 -1.085 -4.394
P -0.030 -1.248 -3.487
H -0.409 1.025 -1.123
H -0.018 -0.183 0.200
*
```


(4)
Density functional theory data (the ωB97M-V functional and the def2-TZVPD basis) for a molecular structure, C29H32BeBr2Cl8F6LiN5NaO10 in a non-equilibrium geometry.

Results
Highest occupied orbital energy, eV: -7.7
Kohn-Sham gap, eV: 1.8
Strongest force on any atom, eV/A: 4.28

ORCA input file:
```
! wB97M-V def2-TZVPD RIJCOSX def2/J DEFGRID3
* xyz 1 1
N 0.282 2.639 -1.586
C -0.161 2.328 -0.188
C 1.120 1.674 0.507
C 0.743 0.558 1.609
C 0.892 -0.836 0.939
C 2.291 -1.278 0.651
C 3.517 -0.407 1.047
C 4.195 -0.714 2.289
C 5.359 0.007 2.818
C 5.767 1.128 1.942
C 4.969 1.329 0.741
N 3.919 0.629 0.264
C 2.537 -2.586 0.008
C 4.003 -3.074 -0.269
O 4.592 -3.483 0.680
O 4.576 -3.022 -1.548
C 4.861 -1.628 -1.845
C 6.227 -1.186 -1.216
O 6.795 -1.741 -0.346
Br 7.042 0.449 -1.979
C 1.412 -3.463 -0.350
C 0.024 -2.933 -0.022
N -0.183 -1.668 0.607
C -1.588 -1.289 0.906
C -1.969 -1.133 2.447
C -1.189 -2.073 3.448
C -0.718 -1.319 4.728
F -1.819 -0.715 5.295
F 0.183 -0.326 4.448
C -0.008 -2.270 5.791
F 0.725 -3.265 5.190
F 0.895 -1.498 6.466
F -0.882 -2.811 6.684
H -0.381 2.138 -2.183
H 0.170 3.645 -1.759
H -0.515 3.243 0.359
H -1.030 1.608 -0.249
H 1.668 2.490 1.037
H 1.689 1.185 -0.314
H 1.465 0.661 2.464
H -0.287 0.803 1.963
H 3.816 -1.587 2.880
H 5.863 -0.239 3.774
H 6.624 1.786 2.223
H 5.278 2.204 0.112
H 4.034 -0.932 -1.552
H 4.960 -1.551 -2.962
H 1.538 -4.470 -0.817
H -0.853 -3.625 -0.320
H -1.773 -0.294 0.404
H -2.278 -2.027 0.426
H -1.900 -0.086 2.847
H -3.089 -1.406 2.511
H -0.333 -2.624 3.011
H -1.909 -2.859 3.823
C -2.636 0.177 -3.035
O -1.904 1.118 -2.802
N -2.650 -0.933 -2.249
N -3.497 0.143 -4.081
H -3.238 -1.721 -2.410
H -2.027 -0.942 -1.467
H -3.519 0.944 -4.688
H -4.100 -0.638 -4.275
C -0.801 8.992 -2.146
C -0.654 7.723 -1.340
C 0.551 6.904 -1.705
O 0.139 5.583 -1.333
C -1.219 5.564 -1.437
O -1.874 4.570 -1.384
O -1.721 6.809 -1.610
H -1.702 9.530 -1.845
H 0.059 9.648 -2.006
H -0.909 8.772 -3.211
H -0.672 7.954 -0.270
H 1.441 7.202 -1.153
H 0.776 6.908 -2.775
C -5.100 -4.498 -2.658
Cl -5.171 -3.035 -3.661
Cl -6.723 -5.194 -2.522
Cl -4.000 -5.655 -3.361
Cl -4.504 -4.097 -1.033
Br -3.631 3.136 -1.621
C -3.010 -6.167 -7.252
Cl -2.389 -7.594 -6.406
Cl -4.764 -6.317 -7.457
Cl -2.651 -4.717 -6.298
Cl -2.237 -6.037 -8.842
Be -3.649 -3.895 4.601
F -2.667 -6.877 -1.400
C -1.407 2.246 5.544
O -1.463 1.806 4.388
O -2.391 2.347 6.324
O -0.356 2.651 6.110
Na -0.140 -4.646 1.694
Li -4.754 -1.847 3.237
*
```


(5)
Density functional theory data (the ωB97M-V functional and the def2-TZVPD basis) for a molecular structure, C24H31F3N3O10P2RuSSe2 in a non-equilibrium geometry.

Results
Highest occupied orbital energy (spin up / spin down), eV: -1.1 / -1.1
⟨S²⟩: 0.786
Kohn-Sham gap (spin up / spin down), eV: 4.6 / 4.6
ΔE to the lowest compared entry with this formula, charge and spin, eV: 3.933
Strongest force on any atom, eV/A: 1.77

ORCA input file:
```
! wB97M-V def2-TZVPD RIJCOSX def2/J DEFGRID3
* xyz -2 2
Ru -0.371 -0.563 0.069
C 0.417 -5.491 4.633
C 0.452 -4.057 4.171
C -0.433 -3.590 3.255
C -0.398 -2.200 2.710
C 0.532 -1.333 3.489
C 1.422 -1.816 4.396
C 1.427 -3.181 4.726
S 0.469 0.365 3.084
O 1.390 1.082 3.938
O -0.912 0.736 3.157
N 0.932 0.346 1.526
C 2.284 0.287 1.203
C 3.396 0.582 1.982
C 4.694 0.532 1.443
C 4.936 0.209 0.139
C 3.839 -0.122 -0.687
C 3.972 -0.461 -2.052
C 2.865 -0.779 -2.777
C 1.611 -0.800 -2.145
N 1.455 -0.494 -0.879
C 2.541 -0.118 -0.142
H -0.377 -6.045 4.131
H 0.252 -5.558 5.713
H 1.366 -5.991 4.417
H -1.181 -4.256 2.840
H -1.400 -1.762 2.683
H 2.104 -1.124 4.878
H 2.146 -3.562 5.443
H 3.273 0.886 3.006
H 5.522 0.780 2.098
H 5.939 0.200 -0.273
H 4.959 -0.450 -2.503
H 2.914 -1.013 -3.831
H 0.725 -1.083 -2.685
O -5.482 1.865 3.529
C -5.015 3.191 3.268
C -4.254 3.247 1.937
C -4.008 4.733 1.593
O -3.751 5.581 2.739
C -2.935 2.490 2.122
Se -1.899 2.185 0.486
C -5.114 2.576 0.859
Se -4.466 2.834 -0.970
H -5.491 1.732 4.477
H -4.353 3.529 4.070
H -5.884 3.870 3.224
H -4.847 5.126 1.013
H -3.123 4.805 0.968
H -4.572 5.672 3.226
H -3.138 1.515 2.555
H -2.299 3.044 2.818
H -6.133 2.976 0.896
H -5.161 1.506 1.052
N -2.241 -1.251 -4.719
C -2.552 -0.552 -3.430
C -4.008 -0.088 -3.456
P -1.314 0.831 -3.152
O -2.140 2.195 -3.348
O -0.321 0.695 -4.258
O -0.885 0.747 -1.716
P -2.389 -1.841 -2.117
O -3.486 -1.691 -1.039
O -2.768 -3.143 -2.954
O -1.005 -1.932 -1.535
H -1.291 -0.980 -4.970
H -2.824 -0.839 -5.437
H -2.643 -2.862 -3.900
H -4.142 0.634 -4.267
H -4.291 0.394 -2.524
H -4.675 -0.941 -3.618
H -2.514 2.489 -2.488
H -3.030 -1.387 -0.112
F -0.631 -3.317 0.652
C 0.015 -2.219 1.193
F -2.293 -0.936 0.855
F 1.366 -2.593 1.165
*
```


(6)
Density functional theory data (the ωB97M-V functional and the def2-TZVPD basis) for a molecular structure, C3H6IN3 in a non-equilibrium geometry.

Results
Highest occupied orbital energy (spin up / spin down), eV: -5.2 / -8.5
⟨S²⟩: 2.013
Kohn-Sham gap (spin up / spin down), eV: 4.3 / 5.1
ΔE to the lowest compared entry with this formula, charge and spin, eV: 0.766
Strongest force on any atom, eV/A: 3.53

ORCA input file:
```
! wB97M-V def2-TZVPD RIJCOSX def2/J DEFGRID3
* xyz 0 3
C 0.496 -1.003 1.240
C -0.411 0.024 -0.625
C 0.190 1.416 -0.901
N 1.062 -1.475 -0.040
N 0.513 -1.038 -1.055
N -0.618 -0.136 0.857
I -2.387 -0.852 1.439
H 0.217 -1.780 1.915
H 1.195 -0.263 1.827
H -1.313 -0.206 -1.150
H 1.278 1.496 -0.709
H -0.394 2.340 -0.751
H 0.173 1.475 -2.047
*
```


(7)
Density functional theory data (the ωB97M-V functional and the def2-TZVPD basis) for a gas-phase ion, C5H13N2O (charge -1) in a non-equilibrium geometry.

Results
Highest occupied orbital energy, eV: -2.4
Kohn-Sham gap, eV: 6.0
ΔE to the lowest compared entry with this formula, charge and spin, eV: 1.215
SMILES: CN[C@@H](C)CNC[O-]
Strongest force on any atom, eV/A: 1.65

ORCA input file:
```
! wB97M-V def2-TZVPD RIJCOSX def2/J DEFGRID3
* xyz -1 1
C -1.695 -0.622 2.265
N -1.387 -0.621 0.862
C -0.042 -0.301 0.435
C 0.907 -1.513 0.573
C -0.097 0.186 -0.995
N 1.144 0.632 -1.579
C 1.046 2.091 -2.171
O 0.014 2.789 -1.748
H -1.125 -1.343 2.850
H -1.528 0.369 2.679
H -2.768 -0.762 2.398
H -1.778 -1.407 0.370
H 0.445 0.504 0.989
H 0.494 -2.347 -0.003
H 1.885 -1.279 0.151
H 0.956 -1.875 1.601
H -0.604 -0.541 -1.643
H -0.783 1.029 -0.956
H 1.906 0.601 -0.901
H 2.031 2.545 -1.919
H 0.982 1.864 -3.256
*
```


(8)
Density functional theory data (the ωB97M-V functional and the def2-TZVPD basis) for 2 unconnected molecules or ions with the total composition C4H11NO2 in a non-equilibrium geometry.

Results
Highest occupied orbital energy, eV: -8.9
Kohn-Sham gap, eV: 9.3
ΔE to the lowest compared entry with this formula, charge and spin, eV: 1.540
SMILES: CC(=O)O.CCN
Strongest force on any atom, eV/A: 2.07

ORCA input file:
```
! wB97M-V def2-TZVPD RIJCOSX def2/J DEFGRID3
* xyz 0 1
C 1.128 2.613 -0.152
C 0.219 1.539 0.282
O -0.880 1.480 -0.209
O 0.617 0.780 1.345
H 1.926 2.121 -0.725
H 1.764 3.119 0.572
H 0.542 3.437 -0.553
H 0.061 1.081 2.092
C 0.471 -2.249 -1.300
C -0.248 -2.252 0.061
N -1.529 -1.583 -0.095
H 0.186 -3.126 -1.918
H 1.539 -2.365 -1.062
H 0.238 -1.468 -2.028
H -0.385 -3.290 0.402
H 0.445 -1.761 0.772
H -2.214 -1.905 0.584
H -1.363 -0.606 0.162
*
```